1.
C45H38O2P2PdSi | ωB97M-V/def2-TZVPD

CARTESIAN COORDINATES (ANGSTROEM)
1 Pd 1.12639 -0.23949 0.10233
2 C 2.10819 -1.07369 3.91903
3 Si 1.10599 -0.26229 2.47463
4 C -0.66981 -0.99969 2.74073
5 C -1.33871 -0.80919 3.94333
6 C -2.59081 -1.35069 4.16673
7 C -3.19471 -2.11999 3.18393
8 C -2.54551 -2.32809 1.98143
9 C -1.30021 -1.74969 1.74963
10 P -0.50291 -2.01219 0.12893
11 C -0.52491 -3.83169 0.08283
12 C -1.21641 -4.58099 -0.86187
13 C -1.21661 -5.96219 -0.78087
14 C -0.53321 -6.60639 0.23693
15 C 0.17699 -5.86229 1.16743
16 C 0.19069 -4.48369 1.08713
17 C -1.74731 -1.51739 -1.10047
18 C -1.45061 -1.77469 -2.44037
19 C -2.32121 -1.38149 -3.43707
20 C -3.49601 -0.72139 -3.11097
21 C -3.78841 -0.45009 -1.78607
22 C -2.91671 -0.83429 -0.78227
23 C 0.78379 1.59361 2.88623
24 C 1.20689 2.21491 4.05433
25 C 0.99259 3.56551 4.26603
26 C 0.33419 4.32341 3.31093
27 C -0.11911 3.71951 2.15123
28 C 0.11349 2.36681 1.93693
29 P -0.46021 1.60731 0.37103
30 C -2.17531 2.20041 0.32903
31 C -2.82521 2.38971 -0.89087
32 C -4.16341 2.73071 -0.92077
33 C -4.88031 2.85391 0.25953
34 C -4.25271 2.61321 1.47273
35 C -2.91551 2.27151 1.51033
36 C 0.46659 2.67021 -0.79057
37 C 1.78939 2.26961 -0.99337
38 C 2.61459 2.95741 -1.85957
39 C 2.12789 4.07691 -2.51977
40 C 0.83369 4.51051 -2.28537
41 C -0.00071 3.81351 -1.42727
42 H 1.55739 -1.00779 4.85133
43 H 3.07139 -0.59769 4.05423
44 H 2.28349 -2.12289 3.71163
45 H -0.86471 -0.21739 4.71183
46 H -3.09221 -1.18519 5.10943
47 H -4.16991 -2.55399 3.35213
48 H -3.00071 -2.93469 1.20843
49 H -1.76781 -4.08699 -1.64897
50 H -1.76461 -6.53499 -1.51457
51 H -0.55451 -7.68429 0.30543
52 H 0.71769 -6.36229 1.95783
53 H 0.75009 -3.89179 1.80043
54 H -0.51791 -2.26289 -2.68767
55 H -2.08411 -1.58889 -4.47077
56 H -4.17651 -0.41019 -3.88797
57 H -4.69591 0.07211 -1.52607
58 H -3.15361 -0.60719 0.24723
59 H 1.70519 1.62431 4.80733
60 H 1.33659 4.02821 5.17983
61 H 0.16869 5.37941 3.46883
62 H -0.65461 4.29351 1.40673
63 H -2.27071 2.26501 -1.81107
64 H -4.65311 2.89401 -1.87027
65 H -5.92711 3.11971 0.23303
66 H -4.81041 2.69691 2.39353
67 H -2.43131 2.06761 2.45613
68 H 2.15999 1.38401 -0.43157
69 H 3.62939 2.62311 -2.01807
70 H 2.76369 4.61751 -3.20627
71 H 0.46769 5.40271 -2.77297
72 H -1.00771 4.16391 -1.24907
73 C 2.01869 -0.16549 -4.48197
74 C 2.25899 -0.37729 -2.99717
75 O 1.25519 -0.41089 -2.27337
76 C 3.61879 -0.48049 -2.52637
77 C 4.70829 -0.22099 -3.37917
78 C 5.99959 -0.17289 -2.92267
79 C 6.25499 -0.36279 -1.55877
80 C 5.23809 -0.65579 -0.69937
81 C 3.88879 -0.80969 -1.14617
82 O 3.03909 -1.27649 -0.32137
83 H 0.94449 -0.16839 -4.65677
84 H 2.47979 -0.96229 -5.06007
85 H 2.42799 0.78911 -4.80667
86 H 4.52459 -0.04199 -4.42727
87 H 6.81709 0.03341 -3.59797
88 H 7.26559 -0.27819 -1.18437
89 H 5.42109 -0.81929 0.35323

**Kohn-Sham gap**: 6.0 eV
**Maximum force**: 1.9 eV/A
**Highest occupied orbital energy**: -6.59 eV
**E_LUMO**: -0.622 eV

Electronic structure analysis, Mulliken charges in units of e: Pd -0.310; C -1.524; Si 0.971; C -0.378; C -0.417; C -0.943; C -0.842; C -0.278; C 0.057; P 1.897; C 0.511; C -0.247; C -0.639; C -0.570; C -0.628; C -0.622; C 1.142; C -0.876; C -1.069; C -0.939; C -0.694; C -0.319; C 0.138; C -0.475; C -0.705; C -0.886; C -0.248; C -0.491; P 2.880; C -0.033; C -0.207; C -1.049; C -0.691; C -0.824; C -0.847; C 0.918; C -1.216; C -0.605; C -0.711; C -0.741; C -0.362; H 0.439; H 0.403; H 0.383; H 0.421; H 0.441; H 0.439; H 0.582; H 0.361; H 0.424; H 0.375; H 0.419; H 0.411; H 0.802; H 0.465; H 0.418; H 0.591; H 0.216; H 0.457; H 0.421; H 0.435; H 0.398; H 0.665; H 0.463; H 0.414; H 0.469; H 0.389; H 0.161; H 0.501; H 0.419; H 0.434; H 0.483; C -1.883; C 0.985; O -0.175; C 0.749; C -0.873; C -0.822; C -0.494; C -0.803; C 0.343; O -0.631; H 0.321; H 0.441; H 0.397; H 0.379; H 0.387; H 0.413; H 0.443

=====

2.
C5H14S | ωB97M-V/def2-TZVPD

CARTESIAN COORDINATES (ANGSTROEM)
1 C 0.70058 -2.04583 0.57945
2 C -0.91889 -1.99411 0.68743
3 C 2.81492 -0.51747 -0.54142
4 S 1.30122 -1.44959 -1.02005
5 H 1.01354 -1.29022 1.52847
6 H 1.07140 -3.09548 0.42434
7 H -1.45471 -2.92777 0.84246
8 H -1.27139 -1.41814 -0.17748
9 H 2.46088 -0.16378 0.54661
10 H 3.82405 -0.91164 -0.40015
11 H 2.89171 0.43105 -1.17125
12 H -1.17962 -1.29920 1.51462
13 C -1.93823 2.34094 0.04812
14 C -0.79061 1.82220 -0.81622
15 H -1.71475 2.92626 0.88423
16 H -2.69649 2.92359 -0.50009
17 H -2.40575 1.45940 0.52607
18 H -0.49557 1.02255 -0.19665
19 H 0.08369 2.62540 -1.03454
20 H -1.29597 1.56183 -1.72397

**Kohn-Sham gap**: 9.4 eV
**Maximum force**: 3.8 eV/A
**Highest occupied orbital energy**: -8.39 eV
**E_LUMO**: 0.971 eV
**SMILES**: CCSC.CC
**Energy above the lowest of the compared OMol25 structures with the same formula, charge and spin**: 2.316 eV

Electronic structure analysis, natural (NBO) charges in units of e: C -0.567; C -0.629; C -0.754; S 0.181; H 0.229; H 0.239; H 0.220; H 0.218; H 0.212; H 0.218; H 0.231; H 0.206; C -0.603; C -0.603; H 0.200; H 0.196; H 0.193; H 0.206; H 0.197; H 0.210

=====

3.
C7H13N | ωB97M-V/def2-TZVPD

CARTESIAN COORDINATES (ANGSTROEM)
1 C -2.01842 0.08708 -1.03843
2 C -0.90615 -0.83472 -0.63351
3 C 0.38161 -0.23638 0.00324
4 C 1.57152 -0.73669 -0.33913
5 C 2.80322 -0.23295 0.34708
6 C -0.46676 0.13358 2.32374
7 C 0.01843 0.59200 1.18687
8 N -1.80238 1.39462 -1.65719
9 H -2.68441 -0.44278 -1.73419
10 H -2.70285 0.28264 -0.19921
11 H -1.17330 -1.64412 0.05270
12 H -0.56473 -1.45835 -1.46830
13 H 1.67899 -1.25190 -1.28647
14 H 3.56312 -1.01510 0.49465
15 H 3.33400 0.43730 -0.33997
16 H 2.55591 0.10670 1.34899
17 H -0.61663 -0.92503 2.49307
18 H -0.56035 0.83055 3.14854
19 H 0.18038 1.65388 0.98822
20 H -1.13870 1.91352 -1.08540
21 H -1.45248 1.34616 -2.60530

**Kohn-Sham gap**: 10.0 eV
**Maximum force**: 2.7 eV/A
**Highest occupied orbital energy**: -9.02 eV
**E_LUMO**: 1.017 eV
**SMILES**: C=C/C(=C\C)CCN
**Energy above the lowest of the compared OMol25 structures with the same formula, charge and spin**: 1.873 eV

Electronic structure analysis, natural (NBO) charges in units of e: C -0.236; C -0.442; C -0.030; C -0.180; C -0.653; C -0.387; C -0.222; N -0.824; H 0.196; H 0.190; H 0.221; H 0.200; H 0.201; H 0.212; H 0.219; H 0.224; H 0.199; H 0.205; H 0.204; H 0.348; H 0.355

=====

4.
C16H27NO2SSi2 | ωB97M-V/def2-TZVPD

CARTESIAN COORDINATES (ANGSTROEM)
1 C 3.99429 -1.26545 2.35074
2 C 3.84802 0.12256 1.72081
3 C 3.83560 0.07353 0.18815
4 C 2.44753 -0.08054 -0.45655
5 C 2.59265 -0.34380 -1.97676
6 Si 1.31674 1.38101 -0.19472
7 S 2.53414 3.10554 -0.59614
8 N -0.03127 1.22647 -1.28595
9 C -0.98121 2.05686 -1.44099
10 C -1.16613 3.33047 -0.64780
11 C -2.02926 1.74933 -2.48301
12 O 0.79088 1.49770 1.37950
13 Si -0.08007 0.33783 2.17054
14 C -1.91654 0.46426 1.75067
15 C -2.57494 -0.87728 1.92443
16 O -2.87434 -1.31118 3.01394
17 C -2.85229 -1.65297 0.67316
18 C -4.11948 -2.21446 0.51292
19 C -4.43211 -2.90946 -0.64893
20 C -3.47704 -3.05888 -1.65158
21 C -2.20878 -2.50666 -1.48992
22 C -1.89858 -1.79770 -0.33648
23 H 3.38102 -1.99841 1.82372
24 H 5.03280 -1.59438 2.33695
25 H 3.66582 -1.26000 3.39080
26 H 4.67287 0.75438 2.05533
27 H 2.94094 0.58984 2.10366
28 H 4.42804 -0.79641 -0.11923
29 H 4.34748 0.94109 -0.23488
30 H 2.00087 -0.97322 -0.00479
31 H 3.57971 -0.02783 -2.31513
32 H 2.50948 -1.41242 -2.18093
33 H 1.84014 0.16547 -2.57458
34 H 1.67017 3.82480 -1.31559
35 H -0.40087 4.06620 -0.90237
36 H -1.08598 3.12442 0.41882
37 H -2.13674 3.78316 -0.84209
38 H -2.99180 2.20354 -2.24966
39 H -1.70048 2.14098 -3.44709
40 H -2.15306 0.67073 -2.55451
41 H 0.39971 -1.01788 1.82937
42 H 0.08987 0.53424 3.61968
43 H -2.09284 0.82559 0.74065
44 H -2.35202 1.15541 2.47453
45 H -4.85477 -2.10862 1.29865
46 H -5.41818 -3.33838 -0.76990
47 H -3.71966 -3.59972 -2.55621
48 H -1.45969 -2.61501 -2.26265
49 H -0.91062 -1.36479 -0.23860

**Kohn-Sham gap**: 9.9 eV
**Maximum force**: 0.6 eV/A
**Highest occupied orbital energy**: -9.44 eV
**E_LUMO**: 0.486 eV

Electronic structure analysis, natural (NBO) charges in units of e: C -0.606; C -0.409; C -0.391; C -0.745; C -0.607; Si 1.947; S -0.466; N -0.943; C 0.413; C -0.718; C -0.684; O -1.266; Si 1.464; C -0.988; C 0.568; O -0.541; C -0.074; C -0.201; C -0.209; C -0.204; C -0.201; C -0.225; H 0.199; H 0.205; H 0.210; H 0.207; H 0.203; H 0.201; H 0.210; H 0.235; H 0.210; H 0.211; H 0.225; H 0.149; H 0.237; H 0.246; H 0.224; H 0.213; H 0.239; H 0.241; H -0.214; H -0.186; H 0.251; H 0.272; H 0.227; H 0.217; H 0.216; H 0.217; H 0.223

=====

5.
C4H10N3 | ωB97M-V/def2-TZVPD

CARTESIAN COORDINATES (ANGSTROEM)
1 C -1.31435 -0.12293 -0.90514
2 C 0.51496 0.74680 0.43874
3 C 1.09604 1.82530 1.28954
4 C -1.19527 -2.41200 -0.03008
5 N 0.91382 -0.42762 0.60338
6 N -0.40942 0.96201 -0.47037
7 N -1.29938 -1.04183 0.21588
8 H -2.31826 0.24402 -0.88201
9 H -0.85390 -0.45613 -1.78534
10 H 1.51417 -0.84168 1.41099
11 H 0.69618 1.42174 2.32187
12 H 0.72485 2.71616 1.02529
13 H 2.11455 1.87185 1.41329
14 H -2.15186 -2.99457 0.30482
15 H -0.59123 -2.78242 0.73465
16 H -0.68564 -2.67514 -0.94634
17 H -0.83349 1.90868 -0.63877

**Kohn-Sham gap (spin up / spin down)**: 8.7 / 7.3 eV
**Maximum force**: 5.0 eV/A
**Highest occupied orbital energy (spin up / spin down)**: -14.61 / -14.19 eV
**E_LUMO (spin up / spin down)**: -5.877 / -6.888 eV
**Total charge**: +1
**Energy above the lowest of the compared OMol25 structures with the same formula, charge and spin**: 5.307 eV

Electronic structure analysis, natural (NBO) charges in units of e: C -0.121; C 0.498; C -0.630; C -0.510; N -0.506; N -0.540; N -0.058; H 0.257; H 0.212; H 0.434; H 0.258; H 0.233; H 0.261; H 0.298; H 0.265; H 0.217; H 0.432